Entry from the OMol25 dataset: one molecule with the formula C8H12 (wB97M-V/def2-TZVPD).

Results
- Kohn-Sham gap: 10.20 eV
- Molecular weight: 108.18 g/mol
- HOMO: -9.2 eV
- Electronic energy: -311.88833 hartree

CARTESIAN COORDINATES (ANGSTROEM)
C 2.028 -1.186 1.793
C -0.017 -0.195 -1.338
C -0.624 2.079 -0.269
C -1.571 0.058 0.704
C 0.969 -0.120 -0.225
C -0.424 0.601 -0.161
C 1.220 -1.211 0.788
C -0.310 -0.882 -2.365
H 2.623 -0.204 1.900
H -2.038 0.814 1.241
H 0.103 2.380 -1.044
H -2.449 -0.368 0.070
H 0.445 -1.416 -2.941
H 0.576 -2.041 0.671
H -1.695 2.268 -0.460
H -0.364 2.534 0.726
H 1.868 0.477 -0.045
H 2.311 -1.975 2.527
H -1.320 -0.728 1.366
H -1.332 -0.886 -2.939

These are the Mulliken partial charges, in e, on atoms 1 to 2:
1 C -0.75
2 C -0.45

Entry from the OMol25 dataset: one molecule with the formula C8H12 (wB97M-V/def2-TZVPD).

Results
- Kohn-Sham gap: 10.46 eV
- Molecular weight: 108.18 g/mol
- HOMO: -9.3 eV
- Electronic energy: -311.85651 hartree

CARTESIAN COORDINATES (ANGSTROEM)
C -0.435 0.007 -1.336
C -0.794 -1.005 -0.282
C 0.277 -1.406 0.702
C -0.303 1.387 -0.732
C 0.488 0.014 1.264
C 1.426 1.131 1.610
C -1.398 -1.118 -1.689
C 0.841 1.062 0.251
H -0.490 0.301 1.694
H 0.465 -0.270 -1.843
H -2.470 -0.948 -1.738
H 2.485 0.913 1.616
H -0.017 -2.076 1.564
H 1.695 0.782 -0.370
H -0.183 2.238 -1.408
H -1.203 1.652 -0.090
H 1.138 1.742 2.493
H -1.139 -1.889 -2.362
H 1.211 -1.987 0.286
H -1.595 -0.529 0.371

These are the Mulliken partial charges, in e, on atoms 1 to 2:
1 C 0.01
2 C 0.08

Entry from the OMol25 dataset: C8H12 as an isolated structure (wB97M-V/def2-TZVPD).

Results
- Kohn-Sham gap: 8.10 eV
- Molecular weight: 108.18 g/mol
- HOMO: -7.3 eV
- Electronic energy: -311.84795 hartree

CARTESIAN COORDINATES (ANGSTROEM)
C -1.827 0.826 -1.302
C -1.001 0.337 -0.086
C 3.059 0.282 0.020
C 2.052 -0.525 0.183
C -0.826 -2.190 0.450
C 0.736 -0.561 -0.518
C -0.935 1.165 1.124
C -0.513 -0.989 0.070
H -2.730 0.227 -1.305
H -1.988 1.939 -1.364
H -1.665 -2.613 0.927
H -0.042 -2.882 0.589
H -1.252 0.629 -2.168
H -0.513 2.054 0.654
H 0.653 -0.035 -1.459
H 3.904 0.176 0.668
H 2.190 -1.258 0.870
H -0.351 0.912 1.940
H 2.964 1.115 -0.746
H -1.916 1.392 1.454

These are the Mulliken partial charges, in e, on atoms 1 to 2:
1 C -1.11
2 C 0.80

Entry from the OMol25 dataset: C8H12B2F4KN4O4 as an isolated structure (wB97M-V/def2-TZVPD).

Results
- Net charge: +1
- Kohn-Sham gap: 7.73 eV
- Molecular weight: 364.92 g/mol
- HOMO: -13.2 eV
- Electronic energy: -1881.04548 hartree

CARTESIAN COORDINATES (ANGSTROEM)
K 0.335 -0.064 1.903
F -3.289 3.034 -0.271
F 2.288 -1.448 1.275
F 3.049 -3.211 0.010
F -2.081 3.546 -2.154
O 2.363 -1.251 -1.118
O 0.776 -2.776 -0.044
O -2.579 1.264 -1.726
O -1.047 2.334 -0.362
N 1.575 -0.249 -1.023
N -1.532 0.489 -1.521
N -0.194 -1.811 -0.218
N -0.445 1.312 -1.022
C 0.921 3.033 -2.141
C -2.931 -1.229 -2.333
C 0.642 1.624 -1.802
C -1.646 -0.785 -1.731
C 1.534 0.564 -2.072
C -0.156 -2.694 -2.525
C -0.605 -1.787 -1.424
C 2.458 0.456 -3.239
B 2.138 -2.236 0.123
B -2.312 2.692 -1.119
H -3.761 -0.889 -1.712
H 2.341 -0.527 -3.699
H -3.074 -0.746 -3.304
H -0.680 -2.486 -3.456
H 0.058 3.510 -2.607
H -0.309 -3.736 -2.244
H 0.919 -2.572 -2.675
H 1.808 3.101 -2.762
H 3.497 0.528 -2.917
H -2.950 -2.309 -2.437
H 2.252 1.216 -3.987
H 1.104 3.577 -1.209

These are the Mulliken partial charges, in e, on atoms 1 to 2:
1 K 1.00
2 F -0.28

What is the molecular weight in the first record?
108.18 g/mol

Among the records above, which one has the highest molecular weight?
C8H12B2F4KN4O4

Number 3 is which compound?
C8H12